No. 1
146
Properties=species:S:1:pos:R:3:lowdin_charge:R:1 method="wB97M-V/def2-TZVPD" total_charge=-1 e_homo_ha=-0.127 homo_lumo_gap_ev=5.43 lumo_energy_ev=2.0 largest_force_ev_per_a=3.1
C 6.476 -1.527 1.342 -0.108
C 6.479 0.005 1.365 -0.269
C 7.205 0.657 0.184 -0.207
C 6.435 0.751 -1.161 -0.198
C 4.974 0.302 -1.169 -0.229
C 4.477 0.079 -2.603 -0.222
C 2.955 -0.063 -2.741 -0.230
C 2.280 -0.830 -1.605 -0.354
C 0.784 -1.117 -1.861 -0.339
Nb -0.503 -0.686 -0.015 1.601
O -1.559 -2.393 -0.261 -0.411
C 1.023 -1.386 1.551 -0.327
C 0.397 -2.551 2.361 -0.414
C 1.037 -3.839 1.904 -0.633
Br 0.225 -5.420 2.722 0.572
C -1.821 0.225 1.580 -0.332
C -1.255 1.389 2.422 -0.303
C -1.110 2.701 1.658 -0.242
C 0.118 3.505 2.068 -0.285
N 0.120 4.759 1.292 -0.004
B -1.943 0.414 -1.562 -0.664
O -2.674 1.581 -1.305 0.026
O -2.254 -0.235 -2.762 0.027
H 6.324 -1.925 2.347 0.065
H 5.678 -1.935 0.721 0.059
H 7.425 -1.911 0.959 0.068
H 5.461 0.386 1.458 0.106
H 6.998 0.315 2.279 0.096
H 8.129 0.092 0.024 0.096
H 7.504 1.666 0.481 0.082
H 6.960 0.186 -1.937 0.103
H 6.450 1.794 -1.490 0.087
H 4.334 1.045 -0.686 0.125
H 4.851 -0.632 -0.623 0.083
H 4.831 0.917 -3.216 0.102
H 4.966 -0.817 -3.005 0.107
H 2.495 0.927 -2.823 0.114
H 2.728 -0.575 -3.683 0.103
H 2.402 -0.251 -0.688 0.041
H 2.823 -1.772 -1.444 0.099
H 0.446 -0.474 -2.679 0.018
H 0.641 -2.150 -2.202 0.031
H 0.474 0.858 -0.023 -0.034
H -1.535 -2.724 -1.171 -0.038
H 1.977 -1.706 1.111 0.021
H 1.280 -0.578 2.243 0.018
H -0.682 -2.622 2.205 0.056
H 0.579 -2.421 3.431 0.093
H 0.920 -3.957 0.827 0.052
H 2.099 -3.856 2.137 0.056
H -2.798 0.546 1.209 0.028
H -2.029 -0.607 2.277 0.036
H -0.294 1.101 2.863 0.082
H -1.939 1.569 3.261 0.068
H -1.989 3.338 1.824 0.107
H -1.052 2.515 0.585 0.069
H 1.010 2.925 1.822 0.102
H 0.055 3.692 3.146 0.080
H -0.779 5.204 1.453 0.019
H 0.856 5.387 1.591 0.050
H -3.553 1.518 -1.706 0.076
H -3.152 -0.607 -2.767 0.033
C -0.132 5.724 6.052 -0.009
C 0.095 4.240 6.242 -0.547
O -0.449 3.416 5.537 0.043
N 0.957 3.855 7.231 0.002
C 1.701 4.691 8.143 -0.092
H -0.826 5.848 5.226 0.085
H -0.554 6.177 6.951 0.078
H 0.801 6.235 5.809 0.084
H 1.075 2.856 7.289 0.137
H 2.777 4.545 8.023 0.080
H 1.440 4.471 9.181 0.078
H 1.480 5.737 7.954 0.067
C 6.486 5.127 -0.632 -0.004
C 6.325 5.520 0.819 -0.550
O 5.267 5.898 1.283 0.044
N 7.438 5.436 1.609 0.001
C 8.766 4.999 1.242 -0.091
H 5.522 5.222 -1.123 0.088
H 7.207 5.779 -1.128 0.083
H 6.828 4.095 -0.718 0.062
H 7.270 5.707 2.565 0.135
H 9.065 4.123 1.822 0.079
H 9.500 5.790 1.411 0.078
H 8.793 4.730 0.191 0.069
C -1.450 -6.343 -3.479 -0.017
C -1.892 -5.244 -2.538 -0.541
O -2.268 -4.159 -2.956 0.032
N -1.850 -5.507 -1.210 0.027
C -1.412 -6.726 -0.562 -0.082
H -1.532 -5.957 -4.491 0.075
H -0.416 -6.632 -3.292 0.084
H -2.083 -7.227 -3.378 0.076
H -2.123 -4.723 -0.630 0.120
H -2.210 -7.156 0.048 0.083
H -0.562 -6.524 0.087 0.033
H -1.114 -7.459 -1.306 0.068
C -4.131 1.059 5.045 -0.009
C -4.845 1.876 3.991 -0.542
O -4.666 1.679 2.809 0.056
N -5.685 2.869 4.422 0.001
C -5.987 3.252 5.780 -0.096
H -3.507 0.337 4.527 0.077
H -3.495 1.693 5.665 0.083
H -4.840 0.533 5.687 0.079
H -6.108 3.387 3.669 0.131
H -7.056 3.156 5.990 0.075
H -5.692 4.287 5.973 0.079
H -5.448 2.615 6.473 0.067
C 1.385 -9.938 -7.042 -0.014
C 0.380 -10.001 -5.913 -0.556
O 0.665 -10.463 -4.823 0.033
N -0.869 -9.521 -6.162 0.005
C -1.384 -8.941 -7.384 -0.081
H 2.318 -10.357 -6.679 0.081
H 1.045 -10.512 -7.904 0.081
H 1.556 -8.907 -7.357 0.084
H -1.487 -9.584 -5.368 0.135
H -1.713 -7.914 -7.219 0.081
H -2.232 -9.516 -7.761 0.081
H -0.612 -8.931 -8.148 0.069
C -2.744 4.922 -0.698 -0.007
C -3.335 5.915 0.270 -0.532
O -2.673 6.445 1.150 0.016
N -4.663 6.207 0.145 -0.001
C -5.597 5.662 -0.812 -0.090
H -1.690 4.795 -0.464 0.065
H -3.223 3.945 -0.617 0.074
H -2.841 5.278 -1.726 0.089
H -4.998 6.874 0.823 0.129
H -6.029 6.450 -1.435 0.076
H -6.412 5.134 -0.310 0.078
H -5.088 4.955 -1.460 0.070
C -5.377 -3.128 -4.494 0.002
C -5.738 -1.787 -3.901 -0.517
O -4.961 -1.170 -3.199 0.056
N -6.977 -1.280 -4.170 0.006
C -8.024 -1.870 -4.971 -0.090
H -4.376 -3.377 -4.154 0.066
H -6.066 -3.902 -4.151 0.084
H -5.405 -3.092 -5.585 0.084
H -7.148 -0.387 -3.736 0.138
H -8.284 -1.224 -5.813 0.079
H -8.925 -2.039 -4.377 0.080
H -7.694 -2.825 -5.366 0.067



No. 2
87
Properties=species:S:1:pos:R:3:lowdin_charge:R:1 method="wB97M-V/def2-TZVPD" e_homo_ha=-0.279 homo_lumo_gap_ev=7.69 lumo_energy_ev=0.1 largest_force_ev_per_a=4.3 de_lowest_kcal_mol=87.2
C 2.851 -2.690 -2.626 -0.038
C 2.362 -1.731 -3.680 -0.268
H 2.268 -3.620 -2.560 0.077
H 2.840 -2.195 -1.653 0.057
H 3.870 -3.037 -2.851 0.089
C 2.234 -2.096 -4.954 -0.171
C 2.382 -3.497 -5.443 -0.106
H 2.110 -1.356 -5.775 0.113
H 1.775 -4.212 -4.838 0.079
H 3.454 -3.785 -5.413 0.081
H 2.072 -3.568 -6.504 0.071
Lu 1.671 0.357 0.021 1.113
Cl 3.397 -0.457 1.566 -0.234
Cl 3.249 2.289 -0.703 -0.177
C 0.418 2.989 0.659 -0.317
O 0.071 1.779 0.554 -0.205
N -0.482 3.959 0.639 -0.156
C -1.861 3.506 0.656 -0.023
C -0.131 5.336 0.326 -0.019
H 1.482 3.243 0.777 0.073
H -2.030 2.845 1.514 0.095
H -2.109 2.936 -0.250 0.081
H -2.501 4.390 0.716 0.092
H 0.724 5.649 0.946 0.103
H -1.006 5.971 0.503 0.090
H 0.185 5.435 -0.728 0.105
H -0.350 -3.966 3.657 0.099
H -0.842 -3.665 -0.247 0.099
C -1.211 -3.592 3.086 -0.033
C -1.479 -3.616 0.641 -0.026
N -0.802 -3.045 1.800 -0.157
H -1.735 -2.847 3.697 0.089
C -0.028 -1.959 1.734 -0.246
O 0.227 -1.326 0.665 -0.184
H -2.376 -3.034 0.401 0.094
H 0.392 -1.616 2.682 0.119
H -1.893 -4.420 2.872 0.085
H -1.796 -4.619 0.938 0.086
O 1.769 -0.139 -1.915 -0.486
C 2.132 -0.290 -3.285 -0.341
C 0.435 0.115 -5.324 -0.135
C 1.436 0.520 -4.395 -0.184
H 0.012 -0.894 -5.292 0.039
C 0.053 0.958 -6.381 -0.091
H 3.129 0.180 -3.168 0.136
C 1.977 1.805 -4.501 -0.048
H -0.706 0.620 -7.104 0.107
C 0.684 2.203 -6.532 -0.095
C 1.637 2.632 -5.577 -0.076
H 2.689 2.115 -3.746 0.092
H 0.386 2.882 -7.343 0.097
H 2.136 3.602 -5.713 0.102
Si -1.793 -0.264 -2.927 0.254
Cl -0.944 -2.124 -3.448 0.403
C -2.870 -0.017 -4.339 -0.232
C -0.920 1.593 -2.841 -0.167
C -2.075 -0.429 -1.090 -0.215
H -2.829 1.011 -4.685 0.039
H -3.856 -0.383 -4.034 0.039
H -2.380 -0.663 -5.091 0.018
H -1.628 -1.324 -0.648 -0.023
H -3.179 -0.420 -0.978 0.042
H -1.634 0.446 -0.589 0.003
H -0.556 2.099 -3.756 0.018
H -0.125 1.793 -2.084 0.010
H -1.777 2.221 -2.530 0.017
C -2.611 0.559 5.039 -0.082
N -1.506 0.193 5.915 -0.186
C -1.634 0.762 7.249 -0.078
C -0.215 0.146 5.360 -0.461
N 0.128 0.476 4.173 0.145
N 0.740 -0.316 6.255 -0.194
C 0.440 -1.445 7.113 -0.072
C 2.083 -0.297 5.733 -0.079
H -3.550 0.225 5.504 0.090
H -2.491 0.046 4.079 0.074
H -2.653 1.652 4.868 0.093
H -2.516 0.331 7.741 0.092
H -0.745 0.529 7.836 0.074
H -1.760 1.859 7.213 0.095
H -0.674 0.761 3.585 0.037
H 0.644 -2.403 6.614 0.089
H 1.075 -1.388 7.998 0.091
H -0.607 -1.425 7.423 0.072
H 2.262 -1.123 5.038 0.083
H 2.207 0.634 5.184 0.079
H 2.780 -0.358 6.568 0.087



No. 3
81
Properties=species:S:1:pos:R:3:lowdin_spin:R:1 method="wB97M-V/def2-TZVPD" total_charge=-1 e_homo_ha="-0.192 / -0.199" homo_lumo_gap_ev="7.27 / 7.40" lumo_energy_ev="2.0 / 2.0" s_squared=2.0205 largest_force_ev_per_a=0.7 de_lowest_kcal_mol=15.5 multiplicity=3
V -0.388 -0.595 -0.192 1.967
Cl 4.829 -2.744 4.728 0.000
C 3.588 -2.552 3.507 0.002
C 3.251 -3.666 2.702 0.004
C 2.289 -3.562 1.750 0.000
Cl 1.893 -4.923 0.755 0.000
C 1.568 -2.331 1.513 0.006
O 0.669 -2.264 0.647 0.007
C 1.961 -1.226 2.336 0.003
C 1.353 0.038 2.186 0.015
O 0.501 0.385 1.348 0.010
C 2.963 -1.363 3.330 0.002
H 3.770 -4.604 2.847 0.000
H 1.679 0.799 2.910 0.000
H 3.226 -0.506 3.940 0.000
S -2.664 2.522 -2.851 0.000
C -3.282 2.556 -1.257 -0.002
C -2.566 1.739 -0.437 0.002
C -1.465 1.052 -1.064 -0.011
C -1.419 1.407 -2.381 0.007
C -0.474 0.938 -3.424 0.001
C -0.915 0.111 -4.457 0.000
C 0.008 -0.379 -5.362 0.000
C 1.341 -0.021 -5.218 0.000
C 1.678 0.828 -4.177 0.000
N 0.801 1.308 -3.299 0.001
H -4.138 3.169 -1.018 0.000
H -2.832 1.606 0.604 0.000
H -1.958 -0.170 -4.506 0.000
H -0.302 -1.048 -6.155 0.000
H 2.102 -0.401 -5.886 0.000
H 2.709 1.129 -4.030 0.000
C -0.106 6.630 1.555 0.000
C -0.959 5.564 2.242 0.000
Sb -0.251 3.567 1.775 0.000
C -1.699 2.584 3.050 0.000
C -1.715 3.033 4.508 0.000
C 1.324 3.623 3.277 0.000
C 2.717 3.683 2.651 0.000
H -0.462 7.642 1.767 0.000
H -0.108 6.499 0.471 0.000
H 0.935 6.575 1.887 0.000
H -1.996 5.621 1.904 0.000
H -0.953 5.702 3.325 0.000
H -1.503 1.514 2.962 0.000
H -2.671 2.766 2.586 0.000
H -0.760 2.849 5.003 0.000
H -2.482 2.497 5.074 0.000
H -1.929 4.099 4.596 0.000
H 1.218 2.732 3.900 0.000
H 1.145 4.487 3.921 0.000
H 2.896 2.829 1.994 0.000
H 3.507 3.694 3.408 0.000
H 2.837 4.579 2.038 0.000
Br 4.080 -1.793 -3.214 0.000
C 2.724 -3.104 -3.437 0.001
C 3.100 -4.215 -4.183 0.000
C 2.205 -5.247 -4.408 0.001
C 0.921 -5.168 -3.890 0.000
C 0.554 -4.052 -3.159 0.001
C 1.439 -2.999 -2.915 0.000
C 0.913 -1.868 -2.065 0.008
O 1.686 -1.041 -1.570 0.012
O -0.348 -1.856 -1.847 0.002
H 4.105 -4.262 -4.579 0.000
H 2.516 -6.109 -4.985 0.000
H 0.212 -5.969 -4.052 0.000
H -0.440 -3.960 -2.744 0.000
C -3.580 -1.770 -1.054 0.000
C -2.852 -2.366 0.152 -0.002
C -3.858 -3.049 1.081 -0.003
C -2.031 -1.304 0.892 -0.036
H -4.186 -2.528 -1.560 0.000
H -2.875 -1.357 -1.776 0.000
H -4.241 -0.959 -0.735 0.000
H -2.161 -3.133 -0.218 0.000
H -4.570 -2.312 1.466 0.000
H -3.352 -3.505 1.935 0.000
H -4.426 -3.828 0.562 -0.001
H -1.600 -1.754 1.797 0.001
H -2.697 -0.494 1.219 0.003



No. 4
57
Properties=species:S:1:pos:R:3:nbo_charge:R:1 method="wB97M-V/def2-TZVPD" smiles="CCOC(=O)c1ccc(NC(=O)c2cccc(S(=O)(=O)N3CCN(C(C)=O)CC3)c2)cc1" e_homo_ha=-0.329 homo_lumo_gap_ev=8.82 lumo_energy_ev=-0.1 largest_force_ev_per_a=1.0 de_lowest_kcal_mol=17.8
C 6.502 -1.267 -7.467 -0.634
C 6.483 -0.138 -6.446 -0.073
H 6.237 0.810 -6.936 0.200
H 7.444 -0.055 -5.933 0.188
O 5.532 -0.384 -5.412 -0.509
C 4.259 -0.053 -5.670 0.783
O 3.895 0.455 -6.704 -0.605
C 3.355 -0.368 -4.540 -0.192
C 2.005 -0.041 -4.662 -0.146
C 1.128 -0.315 -3.636 -0.242
C 1.583 -0.924 -2.465 0.152
C 2.932 -1.253 -2.340 -0.214
C 3.806 -0.975 -3.371 -0.148
H 4.850 -1.229 -3.275 0.231
H 3.283 -1.725 -1.438 0.251
N 0.646 -1.171 -1.461 -0.590
C 0.821 -1.789 -0.257 0.649
O 1.865 -2.257 0.142 -0.588
C -0.434 -1.862 0.558 -0.065
C -1.396 -0.856 0.550 -0.217
C -2.521 -0.991 1.338 -0.342
C -2.721 -2.099 2.138 -0.171
C -1.753 -3.092 2.165 -0.208
C -0.613 -2.966 1.389 -0.159
H 0.156 -3.723 1.407 0.239
H -1.886 -3.960 2.791 0.227
H -3.629 -2.173 2.714 0.242
S -3.697 0.365 1.365 2.339
O -3.508 1.143 0.177 -0.940
O -4.997 -0.143 1.678 -0.928
N -3.213 1.309 2.648 -0.672
C -1.962 2.010 2.493 -0.246
H -1.939 2.407 1.478 0.241
C -1.904 3.142 3.527 -0.217
N -2.074 2.591 4.850 -0.446
C -1.108 2.428 5.794 0.688
O -1.316 1.789 6.806 -0.624
C 0.214 3.119 5.541 -0.715
H 0.071 4.187 5.392 0.226
H 0.714 2.697 4.672 0.224
H 0.842 2.965 6.414 0.248
C -3.331 1.883 4.994 -0.233
H -3.377 1.485 6.008 0.258
C -3.404 0.752 3.967 -0.247
H -4.385 0.277 3.977 0.241
H -2.629 0.003 4.196 0.186
H -4.154 2.584 4.828 0.200
H -0.963 3.679 3.442 0.223
H -2.730 3.835 3.333 0.206
H -1.106 1.331 2.644 0.181
H -1.299 0.042 -0.041 0.241
H -0.295 -0.879 -1.689 0.405
H 0.082 -0.059 -3.734 0.209
H 1.666 0.429 -5.572 0.241
H 7.278 -1.080 -8.203 0.216
H 5.542 -1.323 -7.974 0.224
H 6.698 -2.217 -6.975 0.210